This record from the OMol25 dataset describes a structure of composition C55H47N5OP2PbS5. The level of theory is the ωB97M-V functional and the def2-TZVPD basis.

Geometry (Å):
Pb: 2.3235 -1.4650 0.7645
S: -0.4555 -2.6168 0.7280
P: -1.4656 -1.2593 1.7148
C: -1.0564 0.5340 2.2060
P: 0.4565 0.9140 3.3213
S: 1.8779 -0.4059 3.5622
C: -0.2463 1.3220 4.9532
C: 0.1522 0.5654 6.0499
C: -0.3351 0.8577 7.3131
C: -1.2332 1.8982 7.4898
C: -1.6264 2.6587 6.3984
C: -1.1317 2.3827 5.1346
C: 1.0131 2.4612 2.3722
C: 0.5515 3.6895 0.6069
C: 1.8269 4.0390 -0.0850
C: 3.0510 3.7981 0.3963
C: 3.3676 3.0712 1.6105
C: 2.5157 2.4864 2.4581
C: -3.2544 -1.4252 1.3435
C: -3.7301 -2.7014 1.6488
C: -5.0326 -3.0597 1.3510
C: -5.8613 -2.1549 0.7024
C: -5.3971 -0.8845 0.4025
C: -4.1030 -0.5100 0.7374
C: -1.5328 -1.7562 3.5003
C: -0.5561 -2.5691 4.0574
C: -0.5617 -2.8411 5.4188
C: -1.5539 -2.3184 6.2315
C: -2.5613 -1.5416 5.6762
C: -2.5482 -1.2623 4.3214
H: 0.8502 -0.2452 5.9028
H: -0.0075 0.2706 8.1604
H: -1.6183 2.1254 8.4751
H: -2.3169 3.4807 6.5319
H: -1.4182 2.9995 4.2938
H: -0.2957 4.1122 0.0696
H: 1.7294 4.5536 -1.0321
H: 3.9015 4.1488 -0.1749
H: 4.4248 2.9800 1.8286
H: 2.9190 2.0005 3.3372
H: -3.0575 -3.4159 2.1052
H: -5.3903 -4.0499 1.5989
H: -6.8650 -2.4462 0.4236
H: -6.0392 -0.1857 -0.1192
H: -3.7498 0.4823 0.5020
H: 0.2120 -2.9863 3.4210
H: 0.2217 -3.4582 5.8384
H: -1.5554 -2.5262 7.2934
H: -3.3559 -1.1489 6.2970
H: -3.3483 -0.6661 3.8955
S: 3.9036 0.1687 -0.5742
C: 2.6185 0.9945 -1.4859
N: 2.7292 1.2397 -2.7629
N: 3.7899 0.7508 -3.3709
C: 4.1274 0.9732 -4.6879
C: 3.3972 1.8271 -5.5172
C: 3.8116 2.0362 -6.8209
C: 4.9397 1.3990 -7.3169
C: 5.6642 0.5460 -6.4948
C: 5.2661 0.3337 -5.1893
N: 1.5643 1.6032 -0.8649
N: 1.1425 1.2062 0.2368
C: 0.3922 2.1908 0.9690
C: -1.0062 1.8004 1.4151
C: -2.0142 2.6566 1.6991
C: -1.9312 4.0560 2.0524
C: -0.7741 4.5783 2.4769
C: 0.5439 3.9845 2.1441
H: 4.4228 0.1996 -2.7839
H: 2.5205 2.3185 -5.1202
H: 3.2485 2.7042 -7.4595
H: 5.2529 1.5615 -8.3389
H: 6.5419 0.0393 -6.8730
H: 5.8256 -0.3268 -4.5382
H: -1.8957 0.6358 2.8996
H: -2.9616 2.2005 1.9808
H: -2.8643 4.5777 2.2237
H: -0.7563 5.5421 2.9705
H: 1.3469 4.6440 2.4626
S: 4.9148 -5.3336 -0.4424
C: 5.5564 -4.8616 1.0718
C: 4.9290 -3.7674 1.5856
C: 3.8986 -3.2429 0.7580
C: 3.7757 -3.9987 -0.3827
C: 2.8248 -3.7755 -1.4505
C: 2.6578 -4.6516 -2.5315
C: 1.6973 -4.3843 -3.4831
C: 0.9246 -3.2337 -3.3647
C: 1.1624 -2.4031 -2.2898
N: 2.0757 -2.6635 -1.3604
H: 6.3711 -5.4274 1.4949
H: 5.2106 -3.3362 2.5365
H: 3.2829 -5.5307 -2.5945
H: 1.5473 -5.0650 -4.3103
H: 0.1580 -2.9861 -4.0837
H: 0.5957 -1.4893 -2.1523
C: -4.0081 -0.8924 -6.9943
C: -3.2995 -0.6545 -5.6911
C: -3.6845 -1.2941 -4.5176
C: -3.0926 -0.9793 -3.3014
C: -2.0960 -0.0244 -3.2687
C: -1.6452 0.5773 -4.4361
C: -2.2514 0.2646 -5.6393
S: -1.4577 0.7165 -1.7480
C: -2.8306 1.9504 -1.8091
O: -1.7396 -0.2086 -0.6115
H: -4.6251 -1.7878 -6.9614
H: -3.2919 -0.9842 -7.8099
H: -4.6531 -0.0414 -7.2208
H: -4.4775 -2.0305 -4.5474
H: -3.4094 -1.4566 -2.3812
H: -0.8380 1.2998 -4.3865
H: -1.9295 0.7550 -6.5495
H: -3.7926 1.4430 -1.8380
H: -2.6822 2.5346 -2.7147
H: -2.7581 2.5903 -0.9398

Summary:
Kohn-Sham gap = 5.93 eV
relative energy (zero: lowest compared OMol25 entry of this formula, charge and spin) = 327.3 kJ/mol
F_max = 2.3 eV/A
total energy = -145292.7802 eV